The following is a quantum chemistry calculation of 19 unconnected molecules or ions with the total composition C35H12Cl72O4S at a distorted geometry, from the Open Molecules 2025 dataset.

Its energy relative to the best compared isomer or geometry (same formula, charge and spin) is 0.00 kJ/mol. Its gap between HOMO and LUMO is 8.243 eV. The calculation puts the total energy at -35173.6114 Ha. Its LUMO energy is -0.81 eV. The max |F| comes out at 1.7 eV/Å.

```
! wB97M-V def2-TZVPD RIJCOSX def2/J DEFGRID3
* xyz 0 1
C -3.188 1.446 0.985
C -2.153 0.420 1.375
O -2.454 -0.468 2.121
O -0.877 0.516 0.892
C -0.576 -0.502 -0.083
C -1.100 -0.117 -1.443
C -2.437 -0.295 -1.771
C -2.946 0.019 -3.028
S -4.654 -0.273 -3.384
C -2.102 0.528 -4.005
C -0.768 0.697 -3.684
C -0.244 0.395 -2.425
C 1.232 0.617 -2.235
O 1.713 1.079 -1.234
C 2.051 0.217 -3.426
C 3.297 -0.399 -3.324
C 3.935 -0.786 -4.494
C 3.378 -0.537 -5.744
C 2.161 0.121 -5.854
C 1.515 0.485 -4.681
C 0.197 1.193 -4.718
O -0.056 2.093 -5.475
H -3.960 0.956 0.392
H -2.787 2.262 0.385
H -3.636 1.816 1.906
H -0.978 -1.472 0.221
H 0.502 -0.612 -0.089
H -3.087 -0.723 -1.015
H -5.113 -0.458 -2.136
H -2.445 0.793 -4.997
H 3.751 -0.600 -2.363
H 4.901 -1.322 -4.436
H 3.864 -0.851 -6.660
H 1.683 0.332 -6.800
C 1.187 -4.223 -0.531
Cl 1.018 -5.684 -1.508
Cl -0.411 -3.647 -0.036
Cl 2.149 -4.575 0.907
Cl 1.989 -2.966 -1.490
C -3.249 2.843 5.074
Cl -4.446 3.299 3.858
Cl -1.781 2.304 4.251
Cl -2.878 4.235 6.089
Cl -3.858 1.524 6.098
C 4.382 3.705 -2.415
Cl 4.056 2.173 -3.242
Cl 2.844 4.439 -1.952
Cl 5.354 3.398 -0.974
Cl 5.260 4.800 -3.497
C -0.144 7.519 -2.163
Cl 0.999 7.756 -3.488
Cl -0.071 8.896 -1.060
Cl -1.780 7.369 -2.812
Cl 0.286 6.042 -1.296
C -1.250 6.770 8.890
Cl -2.861 6.066 9.124
Cl -0.426 6.859 10.452
Cl -0.317 5.761 7.777
Cl -1.410 8.391 8.216
C 3.727 4.358 8.910
Cl 3.322 2.977 7.886
Cl 2.244 5.036 9.581
Cl 4.799 3.832 10.214
Cl 4.539 5.600 7.944
C -8.455 2.468 5.754
Cl -6.745 2.146 6.061
Cl -9.019 1.440 4.431
Cl -9.397 2.125 7.210
Cl -8.659 4.167 5.307
C 6.654 -4.140 -5.865
Cl 8.208 -3.384 -6.223
Cl 5.444 -2.889 -5.506
Cl 6.092 -5.068 -7.258
Cl 6.820 -5.207 -4.470
C 1.769 -5.146 -7.896
Cl 0.509 -4.872 -9.103
Cl 3.227 -5.754 -8.694
Cl 2.142 -3.624 -7.074
Cl 1.215 -6.328 -6.711
C -3.374 -6.250 -0.074
Cl -4.947 -7.032 0.109
Cl -2.611 -6.087 1.509
Cl -2.348 -7.232 -1.123
Cl -3.596 -4.649 -0.798
C 3.337 10.082 -6.333
Cl 4.465 10.327 -7.670
Cl 3.411 11.464 -5.236
Cl 1.695 9.920 -6.967
Cl 3.773 8.611 -5.456
C -3.293 -9.572 3.270
Cl -1.734 -8.793 2.978
Cl -4.485 -8.355 3.743
Cl -3.830 -10.379 1.792
Cl -3.127 -10.762 4.565
C 3.045 3.685 3.433
Cl 1.517 2.798 3.487
Cl 3.029 4.795 2.061
Cl 3.253 4.599 4.931
Cl 4.381 2.540 3.252
C 2.157 -9.801 -4.945
Cl 3.052 -11.246 -4.466
Cl 3.057 -8.924 -6.183
Cl 0.578 -10.268 -5.587
Cl 1.932 -8.753 -3.536
C -4.143 -13.184 7.955
Cl -4.110 -14.257 6.552
Cl -4.901 -11.654 7.504
Cl -5.067 -13.941 9.257
Cl -2.491 -12.881 8.503
C 4.012 -4.367 4.662
Cl 5.683 -4.613 5.176
Cl 3.637 -5.475 3.333
Cl 2.923 -4.685 6.015
Cl 3.799 -2.703 4.109
C 0.744 3.341 -8.767
Cl -0.651 2.254 -8.785
Cl 0.735 4.327 -10.235
Cl 0.668 4.387 -7.354
Cl 2.234 2.388 -8.721
C -4.798 10.462 7.363
Cl -3.659 10.876 6.074
Cl -4.688 11.665 8.653
Cl -6.441 10.445 6.712
Cl -4.392 8.871 8.006
*
```

The following is a quantum chemistry calculation of a molecular structure, C35H20ClF5N5O2PdS2 at a distorted geometry, from the Open Molecules 2025 dataset.

Its energy relative to the best compared isomer or geometry (same formula, charge and spin) is 62.44 kJ/mol. Its gap between HOMO and LUMO (spin up / spin down) is 5.293 / 4.924 eV. The calculation puts the total energy at -3653.5230 Ha. Its LUMO energy (spin up / spin down) is -5.67 / -6.04 eV. The max |F| comes out at 2.1 eV/Å.

```
! wB97M-V def2-TZVPD RIJCOSX def2/J DEFGRID3
* xyz 1 1
Pd -0.558 0.149 0.187
N 7.304 3.278 6.049
C 6.457 2.861 5.394
C 5.386 2.344 4.600
C 5.455 2.358 3.208
C 4.404 1.861 2.462
C 3.257 1.360 3.085
C 3.209 1.329 4.483
C 4.258 1.820 5.233
C 2.110 0.926 2.275
C 2.333 0.069 1.179
C 3.525 -0.615 0.834
C 3.278 -1.302 -0.339
C 1.945 -1.040 -0.686
N 1.384 -0.240 0.227
C 0.822 1.377 2.597
C 0.414 2.245 3.645
C -0.962 2.314 3.613
C -1.379 1.517 2.535
N -0.322 0.973 1.933
H 6.324 2.776 2.720
H 4.452 1.895 1.382
H 2.358 0.883 4.977
H 4.216 1.809 6.314
H 4.431 -0.619 1.418
H 3.964 -1.917 -0.898
H 1.392 -1.374 -1.553
H 1.068 2.759 4.328
H -1.606 2.862 4.279
H -2.383 1.321 2.190
F 3.512 -4.874 2.586
C 2.415 -4.272 2.196
C 1.835 -4.611 0.979
F 2.406 -5.525 0.210
C 0.680 -3.979 0.574
F 0.172 -4.264 -0.609
C 0.060 -3.002 1.373
S -1.426 -2.279 0.901
C 0.689 -2.667 2.585
F 0.163 -1.723 3.339
C 1.853 -3.277 2.989
F 2.442 -2.911 4.119
Cl -7.054 -1.906 -4.656
C -5.714 -1.457 -3.679
C -4.422 -1.681 -4.142
C -3.346 -1.288 -3.371
C -3.561 -0.673 -2.139
C -4.859 -0.476 -1.669
C -5.937 -0.875 -2.435
C -2.416 -0.261 -1.318
O -1.219 -0.515 -1.669
O -2.584 0.347 -0.206
H -4.269 -2.170 -5.094
H -2.333 -1.462 -3.708
H -5.014 -0.023 -0.700
H -6.947 -0.748 -2.073
N 0.051 3.810 -5.746
C 1.016 3.560 -4.851
S 2.611 3.660 -5.332
C 0.644 3.168 -3.482
C 1.626 2.900 -2.524
C 1.258 2.456 -1.273
N -0.015 2.266 -0.913
C -0.963 2.598 -1.790
C -0.687 3.048 -3.064
H 0.309 4.121 -6.666
H -0.916 3.873 -5.477
H 2.669 3.030 -2.770
H 2.004 2.257 -0.514
H -1.987 2.507 -1.448
H -1.515 3.298 -3.712
*
```

The following is a quantum chemistry calculation of a molecular structure, C35H21FI2N6O4RhSe at a distorted geometry, from the Open Molecules 2025 dataset.

Its gap between HOMO and LUMO (spin up / spin down) is 7.222 / 5.191 eV. The calculation puts the total energy at -5182.9463 Ha. Its LUMO energy (spin up / spin down) is -3.18 / -5.40 eV. The max |F| comes out at 1.7 eV/Å.

```
! wB97M-V def2-TZVPD RIJCOSX def2/J DEFGRID3
* xyz 1 5
Rh -0.969 0.978 -0.738
Se -5.048 7.667 0.116
N -3.808 6.871 1.068
C -3.442 5.757 0.465
C -2.416 4.872 0.943
C -1.693 5.097 2.119
C -0.692 4.215 2.461
C -0.412 3.151 1.603
N -1.096 2.921 0.499
C -2.107 3.737 0.166
C -2.856 3.430 -1.037
N -2.581 2.282 -1.674
C -3.212 1.983 -2.794
C -4.161 2.822 -3.372
C -4.487 3.996 -2.727
C -3.841 4.311 -1.529
C -4.127 5.494 -0.766
N -5.017 6.408 -1.101
H -1.925 5.964 2.719
H -0.122 4.335 3.368
H 0.404 2.479 1.825
H -2.960 1.041 -3.264
H -4.627 2.549 -4.305
H -5.228 4.677 -3.119
I 0.044 2.356 -5.690
C 0.093 0.413 -4.914
C 0.343 -0.699 -5.696
C 0.403 -1.960 -5.131
I 0.908 -3.593 -6.366
C 0.108 -2.157 -3.758
C 0.096 -3.394 -3.092
C -0.346 -3.460 -1.793
C -0.819 -2.302 -1.170
N -0.746 -1.119 -1.745
C -0.243 -1.022 -2.984
C -0.115 0.321 -3.513
O -0.217 1.335 -2.779
H 0.510 -0.575 -6.757
H 0.427 -4.283 -3.606
H -0.367 -4.396 -1.263
H -1.269 -2.335 -0.188
C 1.699 -2.708 5.381
C 2.560 -2.791 4.131
C 2.871 -4.238 3.750
C 3.952 -4.247 2.675
C 3.627 -3.284 1.570
C 4.254 -3.403 0.346
C 3.950 -2.529 -0.693
F 4.572 -2.680 -1.869
C 3.005 -1.545 -0.550
C 2.336 -1.429 0.672
C 1.261 -0.448 0.785
O 1.107 0.433 -0.089
C 0.455 -0.612 1.949
C 0.871 -1.390 2.990
N 1.984 -2.137 2.951
C 2.658 -2.278 1.752
C -0.913 0.081 2.067
O -1.215 0.550 3.147
O -1.604 0.020 1.003
H 2.239 -3.183 6.197
H 0.758 -3.236 5.251
H 1.507 -1.677 5.668
H 3.507 -2.272 4.334
H 1.961 -4.714 3.381
H 3.208 -4.789 4.628
H 4.076 -5.250 2.262
H 4.910 -3.965 3.121
H 4.983 -4.179 0.179
H 2.762 -0.871 -1.354
H 0.275 -1.397 3.888
*
```

The following is a quantum chemistry calculation of a molecular structure, C35H22BBrF4N7O7PRe at a distorted geometry, from the Open Molecules 2025 dataset.

Its energy relative to the best compared isomer or geometry (same formula, charge and spin) is 338.93 kJ/mol. Its gap between HOMO and LUMO (spin up / spin down) is 5.818 / 2.531 eV. The calculation puts the total energy at -5673.7659 Ha. Its LUMO energy (spin up / spin down) is -7.92 / -10.98 eV. The max |F| comes out at 5.4 eV/Å.

```
! wB97M-V def2-TZVPD RIJCOSX def2/J DEFGRID3
* xyz 2 4
Re -1.297 -0.729 0.261
F -5.583 6.015 -0.045
C -4.726 4.942 0.186
C -3.525 5.177 0.815
F -3.320 6.417 1.328
C -2.588 4.178 0.999
F -1.495 4.562 1.736
C -2.813 2.836 0.622
P -1.415 1.619 0.450
C -0.583 2.445 -0.905
C -0.008 3.682 -0.742
C 0.689 4.298 -1.812
C 0.818 3.647 -3.059
C 0.186 2.412 -3.170
C -0.576 1.862 -2.184
C -0.511 1.988 1.930
C 0.878 2.207 1.770
C 1.651 2.511 2.871
C 1.072 2.446 4.147
C -0.277 2.057 4.310
C -1.107 1.931 3.200
C -4.158 2.588 0.293
Br -4.860 0.841 0.286
C -5.078 3.601 -0.015
F -6.366 3.220 -0.301
H -0.102 4.267 0.160
H 1.108 5.279 -1.676
H 1.357 4.108 -3.907
H 0.305 1.878 -4.126
H -1.154 0.980 -2.343
H 1.268 2.255 0.774
H 2.702 2.724 2.713
H 1.693 2.624 5.051
H -0.701 1.881 5.361
H -2.214 1.931 3.272
O -1.913 -6.924 -4.422
N -2.603 -6.037 -3.898
O -3.869 -6.090 -3.906
C -1.969 -4.925 -3.249
C -2.942 -3.986 -2.814
C -2.488 -2.988 -1.919
C -1.072 -2.767 -1.754
O -0.586 -1.504 -1.506
C -0.150 -3.737 -2.205
C -0.611 -4.706 -3.176
N 1.248 -3.680 -1.916
O 1.591 -3.313 -0.733
O 1.980 -3.927 -2.866
N -3.417 -2.078 -1.430
O -3.057 -1.298 -0.415
O -4.574 -2.023 -1.845
H -3.969 -4.096 -3.108
H 0.111 -5.259 -3.731
B -2.480 -2.231 4.429
C -2.235 -1.550 3.077
N -1.938 -0.982 2.078
H -2.394 -1.484 5.364
H -1.621 -3.033 4.558
H -3.531 -2.793 4.438
N 8.984 -0.857 -1.801
C 7.836 -0.799 -1.496
C 6.502 -0.789 -1.029
C 5.399 -0.851 -1.865
C 4.154 -1.065 -1.332
C 4.039 -1.146 0.065
C 5.181 -1.103 0.919
C 6.414 -0.962 0.385
N 2.727 -1.235 0.746
C 2.454 -1.806 2.024
C 1.100 -1.811 2.101
N 0.558 -1.162 1.004
C 1.571 -0.890 0.164
H 5.526 -0.640 -2.925
H 3.272 -1.071 -1.988
H 5.015 -1.200 2.002
H 7.332 -0.941 0.977
H 3.213 -2.150 2.734
H 0.460 -2.188 2.882
H 1.480 -0.603 -0.868
*
```

| no. | M (g/mol) |
| --- | --- |
| 1 | 3081.160 |
| 2 | 843.575 |
| 3 | 1044.263 |
| 4 | 1036.492 |